Entry 1:
{"formula": "C6H8N2", "method": "ωB97M-V with the def2-TZVPD basis set", "relative_energy_kcal_mol": 122.55, "homo_ev": -8.7, "e_tot_ev": -9326.3931, "mol_weight_da": 108.1, "smiles": "[H]/N=C\\C=C.N=c1cc1", "homo_lumo_gap_ha": 0.334, "elements": ["H", "N", "C", "C", "C", "H", "H", "H", "H", "N", "C", "C", "C", "H", "H", "H"], "xyz": [[0.221, -0.983, -0.404], [-0.569, -0.298, -0.236], [-1.050, -0.153, 0.937], [-0.623, -0.769, 2.092], [-1.380, -1.192, 3.083], [-1.934, 0.413, 1.165], [0.394, -1.158, 2.130], [-1.244, -1.905, 3.817], [-2.388, -0.885, 2.939], [2.714, 1.045, -1.327], [1.582, 1.100, -1.851], [0.495, 0.450, -2.702], [0.597, 1.779, -2.554], [3.052, 0.108, -1.003], [-0.060, -0.268, -3.302], [0.192, 2.718, -2.784]], "forces_ev_per_angstrom": [[-0.95, 1.12, 1.16], [-0.33, -0.40, -0.32], [-0.03, 0.52, -2.37], [3.56, -3.19, 2.96], [-1.83, 1.47, -1.82], [-0.65, 0.86, -0.93], [0.24, 0.25, -0.37], [1.04, -1.01, 1.44], [-1.18, 0.20, 0.49], [0.98, -0.49, 1.82], [-0.60, -2.05, -1.90], [0.91, 1.75, 0.55], [-0.16, -1.09, 0.08], [-0.64, 1.03, -0.88], [0.14, -0.02, 0.52], [-0.48, 1.05, -0.42]], "mulliken_charge": [0.2149, -0.5115, -0.0483, -0.0120, -0.7661, 0.3286, 0.2640, 0.3237, 0.2000, -0.6983, 0.3991, -0.2953, -0.3660, 0.2399, 0.3291, 0.3983]}

=====

Entry 2:
{"formula": "C6H8N2O", "method": "ωB97M-V with the def2-TZVPD basis set", "relative_energy_kcal_mol": 38.72, "homo_ev": -8.1, "e_tot_ev": -11377.6678, "mol_weight_da": 124.1, "smiles": "[H]/N=C(\\OC)c1ccc[nH]1", "homo_lumo_gap_ha": 0.327, "elements": ["H", "N", "C", "O", "C", "C", "C", "C", "C", "N", "H", "H", "H", "H", "H", "H", "H"], "xyz": [[-1.920, 1.733, 0.846], [-0.899, 1.470, 0.688], [-0.525, 0.392, 0.175], [-1.305, -0.561, -0.233], [-2.644, -0.190, -0.550], [0.971, 0.256, 0.038], [1.885, 1.120, -0.513], [3.196, 0.507, -0.440], [2.912, -0.733, 0.180], [1.587, -0.872, 0.471], [-2.603, 0.839, -0.809], [-3.188, -0.298, 0.416], [-3.110, -0.820, -1.310], [1.684, 2.125, -0.902], [4.085, 0.945, -0.769], [3.489, -1.601, 0.383], [1.079, -1.385, 1.260]], "forces_ev_per_angstrom": [[1.78, -1.10, -0.59], [-1.52, 2.59, 1.20], [1.55, 2.15, 0.92], [-0.43, -2.84, -1.95], [-0.32, -0.62, 2.04], [-1.58, 0.36, -0.49], [0.56, 0.44, -0.12], [-3.77, -2.13, 1.54], [1.33, 0.52, -0.16], [-1.25, -0.05, 0.88], [-0.48, 0.83, -0.63], [-0.21, 0.20, -0.82], [0.59, -0.06, 0.09], [-0.10, -0.68, 0.16], [1.20, 0.11, -0.40], [0.93, -0.17, 0.21], [1.72, 0.45, -1.88]], "mulliken_charge": [0.2518, -0.6696, 0.3980, -0.3533, -0.8245, 0.2044, -0.2991, -0.5969, -0.5558, -0.0957, 0.4025, 0.2985, 0.2107, 0.4049, 0.4565, 0.4511, 0.3166]}

=====

Entry 3:
{"formula": "C6H8N2O", "method": "ωB97M-V with the def2-TZVPD basis set", "relative_energy_kcal_mol": 75.08, "homo_ev": -8.2, "e_tot_ev": -11376.0911, "mol_weight_da": 124.1, "smiles": "C=C(N)c1cc(C)no1", "homo_lumo_gap_ha": 0.311, "elements": ["C", "C", "N", "C", "C", "C", "C", "N", "O", "H", "H", "H", "H", "H", "H", "H", "H"], "xyz": [[1.005, 0.613, 1.873], [1.106, -0.637, 1.279], [1.760, -1.746, 1.771], [0.134, -0.739, 0.254], [-0.575, 0.425, -0.044], [-0.850, 0.258, -1.451], [-1.625, 1.160, -2.344], [-0.408, -0.891, -1.882], [0.216, -1.549, -0.831], [1.237, 0.734, 2.926], [1.170, 1.529, 1.331], [2.147, -1.667, 2.697], [1.381, -2.648, 1.531], [-1.235, 0.982, 0.596], [-1.143, 2.139, -2.409], [-2.634, 1.300, -1.953], [-1.688, 0.736, -3.344]], "forces_ev_per_angstrom": [[1.84, -0.68, 0.84], [-0.93, 0.20, 1.94], [-0.29, 0.19, 0.02], [0.37, 1.96, -1.93], [-1.25, -1.95, -1.40], [-0.07, -0.51, 0.82], [0.12, 0.11, -0.17], [-0.15, -0.16, -0.50], [0.13, 0.80, 0.27], [0.44, -0.25, 0.15], [-0.81, -0.09, -0.39], [0.13, -0.02, -0.04], [-0.04, 0.03, 0.13], [0.59, 0.42, 0.22], [-0.09, -0.09, 0.02], [0.02, 0.03, -0.01], [-0.01, 0.00, 0.02]], "mulliken_charge": [-1.0665, 0.3869, -0.4433, 0.5705, -0.6715, 0.6034, -1.0774, -0.5300, -0.1834, 0.2939, 0.3013, 0.2252, 0.2306, 0.4520, 0.2794, 0.2925, 0.3364]}

=====

Entry 4:
{"formula": "C6H8N2O", "method": "ωB97M-V with the def2-TZVPD basis set", "relative_energy_kcal_mol": 93.08, "homo_ev": -8.8, "e_tot_ev": -11375.3104, "mol_weight_da": 124.1, "smiles": "CC(=O)Nc1ccc[nH]1", "homo_lumo_gap_ha": 0.345, "elements": ["C", "C", "O", "N", "C", "C", "C", "C", "N", "H", "H", "H", "H", "H", "H", "H", "H"], "xyz": [[1.792, 1.232, 0.352], [2.089, -0.192, -0.127], [3.269, -0.701, 0.007], [1.102, -1.132, -0.375], [-0.312, -0.706, -0.113], [-1.018, -0.772, 0.997], [-2.284, -0.210, 0.683], [-2.267, 0.174, -0.592], [-1.020, -0.125, -1.126], [2.497, 1.683, 0.492], [1.028, 1.258, 1.200], [1.339, 1.640, -0.443], [1.112, -1.389, -1.281], [-0.651, -1.326, 1.890], [-3.069, -0.237, 1.393], [-2.930, 0.631, -0.945], [-0.676, 0.173, -2.012]], "forces_ev_per_angstrom": [[-13.44, -10.76, -0.53], [5.43, -2.31, 3.56], [-3.89, 2.69, -1.42], [-3.74, 2.45, 3.03], [4.12, -0.33, -2.44], [-0.16, -1.34, 2.27], [0.72, -1.10, 1.73], [9.22, -5.77, 4.50], [-1.32, 0.29, 0.75], [14.20, 8.44, 3.34], [1.20, -0.22, -1.07], [-2.18, 1.95, -2.94], [0.65, -1.92, -3.61], [-0.60, 0.80, -0.72], [-0.87, 0.43, 0.19], [-9.52, 6.65, -6.36], [0.17, 0.05, -0.28]], "mulliken_charge": [-1.5642, 0.6555, -0.6021, -0.2638, 0.1301, -0.2931, -0.3896, -1.1102, -0.1032, 0.7115, 0.2658, 0.4479, 0.3168, 0.4057, 0.4412, 0.7205, 0.2310]}

=====

Entry 5:
{"formula": "C6H8N2O", "method": "ωB97M-V with the def2-TZVPD basis set", "relative_energy_kcal_mol": 111.45, "homo_ev": [-9.5, -9.5], "e_tot_ev": -11374.5139, "mol_weight_da": 124.1, "homo_lumo_gap_ha": [0.302, 0.302], "elements": ["C", "C", "C", "C", "C", "N", "C", "O", "N", "H", "H", "H", "H", "H", "H", "H", "H"], "xyz": [[-0.496, -2.051, 0.362], [2.354, 0.543, 0.049], [-1.332, 0.543, 0.244], [-0.053, -0.643, 0.200], [1.008, 0.025, 0.129], [-1.940, 0.662, -1.034], [-0.180, 2.002, 0.184], [-1.991, 0.460, 1.262], [0.335, 3.040, 0.253], [-2.654, -0.046, -1.156], [-1.294, 0.708, -1.809], [-1.146, -2.102, 1.238], [-1.083, -2.357, -0.507], [0.341, -2.735, 0.489], [3.024, -0.325, 0.116], [2.571, 1.220, 0.875], [2.536, 1.058, -0.894]], "forces_ev_per_angstrom": [[-0.24, -0.02, 0.01], [0.04, 0.43, 0.03], [0.01, 1.72, 0.17], [1.15, 0.24, 0.00], [-0.66, -1.39, 0.05], [0.20, -0.22, 0.00], [-1.00, 0.14, 0.10], [0.58, -0.36, -0.29], [0.02, -0.51, -0.06], [0.04, -0.01, 0.01], [0.01, -0.03, 0.04], [0.01, 0.02, -0.03], [0.04, 0.00, 0.04], [-0.03, 0.07, -0.04], [-0.14, 0.02, -0.02], [-0.02, -0.04, -0.04], [-0.01, -0.03, 0.04]], "mulliken_charge": [-1.4499, -1.4442, 0.7867, 0.5356, 0.5251, -0.4918, 0.0333, -0.5862, -0.5419, 0.2603, 0.2786, 0.3200, 0.3174, 0.3927, 0.3404, 0.3756, 0.3484]}

=====

Entry 6:
{"formula": "C6H8N2O2", "method": "ωB97M-V with the def2-TZVPD basis set", "relative_energy_kcal_mol": 36.47, "homo_ev": -9.7, "e_tot_ev": -13425.7918, "mol_weight_da": 140.1, "smiles": "O=c1cc[nH]c(=O)[nH]1.C=C", "homo_lumo_gap_ha": 0.374, "elements": ["O", "C", "C", "C", "N", "C", "O", "N", "H", "H", "H", "H", "C", "C", "H", "H", "H", "H"], "xyz": [[-2.359, -0.282, -0.090], [-1.182, -0.576, -0.210], [-0.108, 0.338, -0.269], [1.155, 0.025, -0.158], [1.540, -1.324, -0.150], [0.560, -2.317, -0.253], [0.809, -3.514, -0.194], [-0.666, -1.807, -0.216], [-0.148, 1.393, -0.492], [1.990, 0.748, -0.122], [2.480, -1.617, -0.004], [-1.439, -2.485, -0.450], [0.388, 3.835, 0.449], [-0.222, 4.855, 0.933], [0.376, 2.954, 1.177], [0.757, 3.763, -0.482], [-0.756, 4.820, 1.941], [-0.520, 5.745, 0.318]], "forces_ev_per_angstrom": [[0.33, -0.86, -0.43], [-0.44, 2.60, 0.50], [0.48, 3.81, -0.55], [2.76, -2.22, -0.09], [-1.03, 0.50, 0.00], [3.07, -0.89, 1.35], [-0.22, 1.02, -0.61], [-4.75, -3.91, -1.32], [-1.30, 0.14, 0.40], [-0.71, -0.47, -0.13], [0.42, -0.18, 0.03], [1.35, 0.40, 0.83], [-0.51, -3.03, 4.10], [-3.24, 3.14, 1.20], [0.61, 0.91, -1.47], [1.36, -0.29, -3.08], [1.09, 0.06, -1.36], [0.73, -0.71, 0.64]], "mulliken_charge": [-0.6195, 0.2086, -0.3884, 0.0405, -0.0971, 0.2945, -0.6194, -0.0373, 0.3612, 0.3775, 0.2067, 0.2489, -0.4164, -0.4470, 0.0982, 0.3528, 0.2074, 0.2288]}

=====

Entry 7:
{"formula": "C6H8N2O3S", "method": "ωB97M-V with the def2-TZVPD basis set", "relative_energy_kcal_mol": 180.42, "homo_ev": -9.0, "e_tot_ev": -26301.9159, "mol_weight_da": 188.2, "homo_lumo_gap_ha": 0.333, "elements": ["C", "C", "C", "C", "C", "C", "H", "H", "H", "H", "H", "H", "H", "H", "N", "N", "O", "O", "O", "S"], "xyz": [[1.487, 2.042, 0.024], [1.771, 0.565, 0.192], [3.109, -1.156, 0.539], [0.959, -0.384, -0.482], [-0.407, -0.137, -1.014], [-1.374, -0.739, -0.002], [1.273, 2.588, 1.017], [2.194, 2.687, -0.383], [0.511, 2.299, -0.269], [3.833, -1.802, 0.993], [-0.661, -0.651, -2.077], [-0.355, 0.955, -1.191], [-1.163, -2.088, -0.254], [-1.200, -0.694, 1.372], [2.916, 0.098, 0.897], [-3.751, -0.453, 0.326], [-2.676, -0.050, -0.493], [-3.475, -0.865, 1.452], [-4.769, -0.314, -0.316], [1.778, -1.902, -0.332]], "forces_ev_per_angstrom": [[-1.09, 0.18, 4.36], [-0.61, -0.23, -0.77], [-1.94, 0.64, 0.85], [2.85, 0.55, 1.54], [0.70, -0.74, -1.83], [0.06, -1.90, 1.46], [1.05, -1.15, -0.45], [1.49, 0.49, -1.25], [-1.13, -0.25, -1.64], [0.46, -0.08, -0.02], [0.82, 1.19, 2.45], [-1.12, -0.62, 0.29], [-1.66, 4.04, 0.86], [-0.48, 0.48, -4.87], [-1.06, -0.64, -2.63], [0.20, -0.07, -0.73], [2.18, -2.53, 2.37], [-1.57, 0.76, -2.13], [0.35, -0.46, 2.14], [0.51, 0.33, 0.02]], "mulliken_charge": [-1.1612, 0.1225, -0.1065, 0.5049, -0.6203, -0.2169, 0.2738, 0.2788, 0.3193, 0.4325, 0.2769, 0.3174, 0.2518, 0.2751, -0.5304, 1.0055, -0.2398, -0.5210, -0.5409, -0.1217]}

=====

Entry 8:
{"formula": "C6H8N2O4", "method": "ωB97M-V with the def2-TZVPD basis set", "relative_energy_kcal_mol": 28.39, "homo_ev": -9.7, "e_tot_ev": -17522.1922, "mol_weight_da": 172.1, "smiles": "O=c1cc[nH]c(=O)[nH]1.CC(=O)O", "homo_lumo_gap_ha": 0.373, "elements": ["O", "C", "C", "C", "N", "C", "O", "N", "H", "H", "H", "H", "C", "C", "O", "O", "H", "H", "H", "H"], "xyz": [[-1.199, 0.785, 0.420], [-0.021, 1.082, 0.627], [1.045, 1.072, -0.367], [2.281, 1.395, -0.003], [2.617, 1.734, 1.276], [1.636, 1.879, 2.268], [1.901, 2.240, 3.393], [0.360, 1.546, 1.865], [0.741, 0.826, -1.370], [3.092, 1.345, -0.684], [3.560, 1.943, 1.513], [-0.362, 1.726, 2.555], [-2.617, -2.871, -1.069], [-1.766, -1.922, -1.785], [-1.936, -1.279, -2.859], [-0.527, -1.627, -1.237], [-3.661, -2.785, -1.613], [-2.040, -3.761, -1.142], [-2.690, -2.635, 0.052], [-0.414, -0.693, -1.842]], "forces_ev_per_angstrom": [[1.37, 0.31, 0.16], [-1.77, -0.10, -0.79], [-0.84, -0.11, 0.19], [0.06, -0.29, 0.07], [-1.42, -0.05, 0.25], [0.76, -0.04, 0.28], [-0.05, 0.02, -0.26], [0.45, 0.34, 0.59], [0.37, 0.06, -0.08], [0.63, 0.12, -0.56], [0.40, 0.18, 0.33], [0.09, -0.24, -0.14], [-2.37, 1.47, 0.38], [2.63, 4.13, -2.85], [-1.23, -2.28, 2.62], [-1.06, 2.71, -1.85], [2.15, -0.90, 1.32], [-0.26, -1.45, -0.17], [0.07, -0.07, -1.78], [0.01, -3.81, 2.30]], "mulliken_charge": [-0.6248, 0.7564, -0.4163, -0.3273, -0.0672, 0.2586, -0.6036, -0.0581, 0.2901, 0.4117, 0.2037, 0.2352, -0.8253, 0.7934, -0.6527, -0.4931, 0.2708, 0.2735, 0.2471, 0.3279]}